Record 1
ORCA calculation (ωB97M-V/def2-TZVPD) on a 2-piece molecular cluster, C19H42ClN2O4S overall in a non-equilibrium geometry.

Output
HOMO-LUMO gap: 7.7 eV
relative energy (zero: lowest compared OMol25 entry of this formula, charge and spin): 17.1 kcal per mole
total charge: +1
HOMO energy: -0.40088 hartree

Geometry as XYZ:
```
69
C19H42ClN2O4S (ωB97M-V/def2-TZVPD)
C 3.473 -3.250 0.893
O 4.044 -2.379 -0.058
C 3.446 -2.437 -1.345
C 3.259 -1.029 -1.943
C 3.103 0.066 -0.898
C 1.882 -0.153 -0.014
C 1.455 1.140 0.686
C 1.029 2.233 -0.310
C -0.279 2.930 0.044
C -1.490 1.996 0.211
C -1.642 0.940 -0.901
C -2.953 1.083 -1.708
C -3.840 -0.171 -1.574
N -5.304 0.201 -1.570
C -6.193 -0.859 -2.155
C -5.996 -2.240 -1.538
C -6.253 -2.324 -0.010
C -5.030 -2.542 0.894
S -3.870 -3.800 0.362
O -3.005 -3.146 -0.576
O -3.201 -4.369 1.467
Cl -4.969 -5.181 -0.657
H 2.398 -3.369 0.756
H 3.619 -2.802 1.876
H 3.979 -4.216 0.919
H 2.487 -2.954 -1.329
H 4.120 -3.014 -1.980
H 4.106 -0.824 -2.594
H 2.372 -1.037 -2.576
H 3.047 1.015 -1.426
H 3.988 0.123 -0.274
H 2.124 -0.876 0.759
H 1.044 -0.539 -0.601
H 2.320 1.477 1.254
H 0.654 0.953 1.400
H 0.999 1.826 -1.319
H 1.812 2.987 -0.326
H -0.504 3.678 -0.716
H -0.136 3.474 0.977
H -1.415 1.531 1.188
H -2.375 2.630 0.207
H -0.828 0.972 -1.609
H -1.646 -0.036 -0.421
H -2.698 1.155 -2.760
H -3.536 1.943 -1.383
H -3.577 -0.663 -0.649
H -3.656 -0.871 -2.376
H -5.375 1.021 -2.174
H -5.626 0.394 -0.624
H -6.037 -0.908 -3.225
H -7.229 -0.566 -2.002
H -5.027 -2.616 -1.849
H -6.730 -2.880 -2.017
H -6.674 -1.365 0.300
H -7.027 -3.048 0.203
H -4.494 -1.623 1.086
H -5.393 -2.869 1.865
C 5.649 1.470 2.603
C 5.267 2.791 1.978
O 4.359 2.881 1.164
N 5.970 3.889 2.350
C 7.071 3.976 3.293
H 4.999 0.695 2.204
H 6.681 1.216 2.362
H 5.525 1.508 3.686
H 5.664 4.735 1.895
H 6.806 4.656 4.104
H 7.956 4.365 2.788
H 7.305 3.004 3.712
```

=====

Record 2
ORCA calculation (ωB97M-V/def2-TZVPD) on C19H42GaNO2P3Se as an isolated structure in a non-equilibrium geometry.

Output
HOMO-LUMO gap (spin up / spin down): 5.1 / 4.5 eV
relative energy (zero: lowest compared OMol25 entry of this formula, charge and spin): 30.0 kcal per mole
total charge: +3
HOMO energy (spin up / spin down): -0.59825 / -0.59870 hartree

Geometry as XYZ:
```
69
C19H42GaNO2P3Se (ωB97M-V/def2-TZVPD)
Ga 1.610 1.502 -0.305
P 0.345 1.809 1.837
P -1.222 -1.345 0.599
P -2.066 1.092 -1.632
H 4.773 3.639 -4.149
C 4.219 4.456 -3.647
C 3.367 4.368 -2.580
H 3.179 3.439 -1.924
C 1.551 1.717 3.215
C -1.199 1.246 2.640
C 0.047 3.561 1.522
C -1.071 -2.911 -0.376
C -0.715 -2.217 2.166
C -3.031 -1.562 0.872
C -1.593 2.276 -3.012
C -3.359 2.006 -0.737
C -3.003 -0.139 -2.597
H 4.371 5.506 -4.118
H 2.864 5.326 -2.402
H 2.288 2.536 3.142
H 2.051 0.743 3.093
H 1.042 1.739 4.199
H -1.252 0.155 2.753
H -2.088 1.575 2.086
H -1.234 1.682 3.645
H 0.994 4.036 1.277
H -0.409 4.046 2.381
H -0.612 3.642 0.656
H -1.726 -3.641 0.132
H -0.024 -3.250 -0.331
H -1.394 -2.716 -1.410
H -1.420 -3.049 2.300
H -0.779 -1.523 3.004
H 0.301 -2.602 2.030
H -3.141 -2.544 1.360
H -3.618 -1.539 -0.053
H -3.373 -0.762 1.536
H -2.383 2.376 -3.783
H -0.670 1.882 -3.477
H -1.400 3.262 -2.549
H -3.976 2.601 -1.423
H -2.863 2.650 0.001
H -3.960 1.245 -0.222
H -3.806 0.365 -3.151
H -3.422 -0.894 -1.920
H -2.299 -0.604 -3.299
C 1.473 -0.376 -3.785
C 2.668 0.351 -3.736
C 2.994 1.123 -4.851
C 2.148 1.045 -5.973
C 1.102 0.122 -6.046
C 0.692 -0.603 -4.931
Se 0.664 -0.710 -2.018
H -0.220 0.510 -2.376
H 3.224 0.368 -2.793
H 3.858 1.806 -4.812
H 2.261 1.719 -6.825
H 0.593 0.056 -7.003
H -0.211 -1.247 -4.925
N 4.449 -2.646 1.933
C 4.338 -1.858 0.596
C 3.271 -0.802 0.797
O 2.592 -0.900 1.829
O 3.175 0.087 -0.166
H 3.442 -2.821 2.192
H 4.921 -2.089 2.684
H 5.068 -3.498 1.805
H 5.296 -1.346 0.403
H 4.008 -2.494 -0.261
```

=====

Record 3
ORCA calculation (ωB97M-V/def2-TZVPD) on C19H42IN4O4PS as an isolated structure in a non-equilibrium geometry.

Output
HOMO-LUMO gap: 1.5 eV
total charge: 0
HOMO energy: -0.11833 hartree

Geometry as XYZ:
```
72
C19H42IN4O4PS (ωB97M-V/def2-TZVPD)
C -5.570 2.715 -2.475
C -4.051 2.783 -3.116
C -2.995 1.719 -2.374
C -3.392 0.149 -2.625
C -4.109 -0.089 -4.113
C -2.147 -0.910 -2.544
N -0.828 -0.607 -3.220
C 0.140 -1.741 -2.820
N 1.186 -2.288 -3.553
N -0.378 -2.087 -1.445
C 0.596 -2.471 -0.367
C 2.007 -1.645 -0.343
C 3.127 -2.528 0.532
C 3.090 -2.215 2.141
C 4.422 -1.301 2.550
C 4.161 0.233 2.014
C 5.096 1.278 2.885
C 4.389 1.838 4.257
C 3.119 2.871 3.982
O 3.268 3.568 2.695
C 2.821 4.972 2.772
C -1.738 -1.559 -1.057
C -1.914 -0.565 0.233
S -2.386 -1.406 1.837
O -3.387 -0.435 2.577
O -1.202 -1.608 2.831
P -2.801 -3.191 -1.119
N -4.507 -2.773 -0.651
O -2.146 -4.384 0.000
H -5.491 2.633 -1.296
H -6.098 3.764 -2.682
H -6.256 1.887 -2.937
H -3.632 3.860 -2.834
H -4.013 2.698 -4.284
H -3.014 2.041 -1.226
H -1.913 2.017 -2.760
H -4.214 -0.188 -1.828
H -4.340 -1.245 -4.294
H -3.459 0.329 -4.996
H -5.170 0.442 -4.155
H -2.539 -1.826 -3.161
H -0.853 -0.495 -4.259
H 1.446 -3.309 -3.417
H 1.720 -1.769 -4.284
H 0.830 -3.632 -0.503
H 0.139 -2.387 0.732
H 1.958 -0.594 0.196
H 2.509 -1.467 -1.384
H 4.181 -2.130 0.137
H 3.107 -3.672 0.275
H 2.082 -1.769 2.532
H 3.263 -3.258 2.696
H 5.413 -1.685 2.015
H 4.605 -1.332 3.728
H 3.021 0.497 2.011
H 4.559 0.265 0.898
H 5.461 2.170 2.193
H 6.086 0.684 3.175
H 4.095 0.912 4.912
H 5.194 2.457 4.872
H 3.070 3.612 4.891
H 2.082 2.280 3.990
H 1.658 5.107 2.575
H 3.392 5.580 1.940
H 3.075 5.500 3.798
H -2.698 0.314 0.070
H -0.866 -0.010 0.372
H -3.072 -2.623 1.699
H -4.869 -3.596 -0.109
H -4.516 -1.894 -0.059
H -1.288 -4.762 -0.393
I 1.489 6.272 1.667
```

=====

Question: Among the records above, which one has the highest total charge?
Answer: C19H42GaNO2P3Se